Molecular formula: C11H16F3NO4ReSi
Method: DFT, ωB97M-V/def2-TZVPD

Computed properties:
**Charge**: +2
**Expectation value of S²**: 0.86
**Kohn-Sham gap (spin up / spin down)**: 0.205 / 0.224 hartree
**HOMO level (spin up / spin down)**: -15.986 / -16.044 eV
**Electronic energy**: -39490.492 eV
**2S+1**: 2
**Max |F|**: 6.97 eV/A

XYZ file:
```
37
Properties=species:S:1:pos:R:3:forces:R:3
Re -0.6226 0.4781 0.2564 -1.1033 -0.3950 0.6132
O 1.5424 0.1052 0.0594 -1.3815 0.2437 -0.2748
C 2.2617 0.1111 1.2989 0.6810 -0.2310 0.8104
C 1.2979 0.0410 2.4526 0.5854 -0.0732 0.0512
C 1.7394 -0.0017 3.7686 -0.1129 0.0028 -0.3836
C 0.8132 -0.0541 4.7986 -0.0853 -0.0111 -0.2184
C -0.5424 -0.0700 4.4854 0.0108 -0.0629 -0.3721
C -0.9118 -0.0111 3.1593 -0.8346 0.1011 0.8693
N -0.0187 0.0531 2.1631 0.1987 0.0224 -0.8562
H 2.0587 0.5500 -0.6316 -0.1001 -0.0302 -0.0723
H 2.8749 1.0161 1.3933 -0.1812 -0.0907 -0.1712
H 2.9259 -0.7651 1.3154 -0.1497 0.2222 -0.0162
H 2.7975 0.0236 3.9819 0.1006 -0.0422 -0.0490
H 1.1358 -0.0803 5.8284 0.0693 0.0100 0.0782
H -1.2991 -0.1149 5.2526 -0.0780 -0.0102 0.0132
H -1.9532 0.0048 2.8686 -0.0517 -0.0008 0.0024
F -2.5740 2.3760 0.5105 0.1109 0.1727 0.1362
C -1.9130 3.0200 -0.4996 0.0211 0.4246 0.2588
F -2.6707 3.9351 -1.0085 0.5350 -0.2353 0.1828
F -1.7458 1.9926 -1.4236 0.4671 -0.3749 -0.1890
C -0.4436 3.4184 0.0077 -2.6727 2.3131 -1.3318
O -0.0428 4.5299 -0.0471 0.1714 -0.5458 0.2301
O 0.1278 2.3415 0.4216 0.7859 -3.6087 0.2981
C -2.8848 -2.7697 -1.8403 0.1274 0.4261 1.2752
Si -3.3994 -1.4041 -0.6111 -4.8647 -0.9401 -2.6345
C -4.4714 -1.7350 0.9404 1.2140 -0.2513 -0.4739
C -4.4479 -0.1135 -1.6562 1.5138 -0.8590 1.1501
O -2.0581 -0.6666 -0.0622 5.7231 3.6489 1.5683
H -3.7701 -3.2609 -2.2323 -0.1973 -0.0248 0.0191
H -2.2746 -3.5184 -1.3397 0.0551 -0.2208 -0.0670
H -2.3197 -2.3791 -2.6841 0.0026 0.2200 0.0038
H -5.4189 -2.1764 0.6496 -0.1072 -0.0859 -0.1790
H -4.6821 -0.8214 1.4937 0.0513 0.1587 -0.1126
H -3.9579 -2.4312 1.5998 -0.1008 -0.1467 0.2037
H -5.3181 -0.6383 -2.0314 -0.1661 -0.1033 -0.0914
H -3.8443 0.2470 -2.4819 -0.0841 0.1598 -0.2521
H -4.7580 0.7055 -1.0167 -0.1535 0.2178 -0.0194
```
Positions in Å, forces in eV/Å.


Molecular formula: H21O11
Method: DFT, ωB97M-V/def2-TZVPD

Computed properties:
**Charge**: -1
**Kohn-Sham gap**: 0.351 hartree
**HOMO level**: -6.758 eV
**Electronic energy**: -22862.410 eV
**Max |F|**: 11.83 eV/A

XYZ file:
```
32
Properties=species:S:1:pos:R:3:forces:R:3
O -3.3586 3.1766 0.6117 -1.7626 -6.1945 -1.3852
H -3.0201 3.9485 0.8331 2.5926 5.4795 1.5958
H -2.6031 2.5160 0.3899 -1.3318 1.0557 -0.2580
O 0.4637 -1.2376 -1.9917 -0.7741 1.6201 2.1487
H 0.7696 -2.0023 -1.4793 -0.0857 0.2642 -0.3322
H 0.1102 -0.6145 -1.1857 1.1168 -2.0476 -1.9372
O 4.0290 -1.9200 1.6686 2.7990 -2.6184 4.6643
H 1.1918 2.1767 -2.0623 -7.4613 0.3763 -9.1757
H 3.6834 0.0904 -1.6653 -2.1647 -0.9530 -3.3208
O -1.8658 1.4341 -0.4821 1.1921 -2.3746 -3.0908
H -1.0245 0.6326 -0.1403 -1.5835 0.5878 0.4436
H -1.1239 -1.2997 3.6333 0.2489 -0.2017 -0.2556
O -3.5778 -1.0805 0.5985 1.4304 0.2741 0.1279
H 0.9887 0.5096 2.7705 -0.3829 -0.1734 2.0964
H -2.0609 1.0249 -1.4249 0.2378 1.6317 2.9013
O 4.0500 0.3802 -0.8997 3.0583 0.2572 3.4619
H 3.4909 1.0070 -0.4673 -0.8755 0.4950 -0.0478
H -1.1705 -1.0473 0.2443 -1.4196 -2.4106 -0.3337
O -0.5303 -0.4092 0.3528 2.8166 2.3066 0.3209
H 4.1071 -1.4722 0.9211 1.3608 3.5795 -5.4058
O 1.7588 2.1484 -1.4638 7.9619 -0.1592 7.1645
H 3.1389 -2.0482 1.6598 -4.1341 -0.8118 0.6855
H 1.1819 2.0864 -0.7336 -0.6561 -0.1896 2.1856
O -0.7105 -2.5621 -4.3785 2.7531 -1.7667 -1.5258
H -1.5239 -2.5672 -3.9799 -2.9754 0.2231 1.6119
H -0.5448 -1.7018 -4.7039 0.2205 1.3794 -0.1765
O 1.3462 0.8470 1.9765 -1.9903 -3.2316 -3.8286
H -3.6488 -0.1845 0.9465 -0.6535 0.3031 -0.0173
H 0.7159 0.0278 1.3699 2.0939 3.4342 1.5218
O -0.5203 -0.7617 4.1573 -0.7142 0.3109 0.2205
H -2.6051 -1.0129 0.4428 -1.4217 -0.3898 -0.0371
H -1.1372 -0.0844 4.4818 0.5043 -0.0561 -0.0227
```
Positions in Å, forces in eV/Å.


Molecular formula: C4H8O2
Method: DFT, ωB97M-V/def2-TZVPD

Computed properties:
**Charge**: 0
**Kohn-Sham gap**: 0.406 hartree
**HOMO level**: -10.183 eV
**Electronic energy**: -8372.596 eV
**Max |F|**: 0.42 eV/A

XYZ file:
```
14
Properties=species:S:1:pos:R:3:forces:R:3
C 1.8170 0.0160 0.0531 -0.0142 0.0218 0.0608
C 0.5209 0.8085 0.0990 0.0075 0.3679 -0.0750
O 0.5129 1.9897 -0.1896 0.0339 -0.4077 0.0939
C -1.0400 -1.0891 -0.4032 0.0078 -0.1043 -0.0578
C -0.8235 0.1493 0.4494 0.2369 -0.1653 -0.0333
O -1.8714 1.0523 0.2269 0.0941 0.2024 0.0417
H 1.9157 -0.7032 0.8720 -0.1518 0.1066 -0.0710
H 1.8976 -0.5490 -0.8856 -0.2122 0.1297 0.1666
H 2.6524 0.7206 0.0811 -0.1818 -0.0920 0.0359
H -0.9884 -0.8154 -1.4623 -0.0328 -0.1157 0.1185
H -0.2858 -1.8507 -0.1831 -0.1535 0.0097 -0.0679
H -0.8231 -0.1478 1.5135 0.2399 0.0995 -0.1551
H -2.0367 -1.4832 -0.1895 0.1725 -0.0402 -0.0794
H -1.4476 1.9019 0.0183 -0.0462 -0.0122 0.0220
```
Positions in Å, forces in eV/Å.


Molecular formula: C6H15NO2Rb
Method: DFT, ωB97M-V/def2-TZVPD

Computed properties:
**Charge**: 0
**Expectation value of S²**: 0.75
**Kohn-Sham gap (spin up / spin down)**: 0.123 / 0.356 hartree
**HOMO level (spin up / spin down)**: -3.073 / -9.442 eV
**Electronic energy**: -12701.546 eV
**2S+1**: 2
**Max |F|**: 2.92 eV/A

XYZ file:
```
25
Properties=species:S:1:pos:R:3:forces:R:3
Rb 2.9594 1.5086 -1.1969 0.1829 -0.2096 -0.3006
C -2.1061 -3.2759 -1.5382 -0.1195 -0.1801 1.2120
O -1.0771 -2.3517 -1.1075 -0.5811 -2.3995 -1.5583
C -1.4753 -1.0196 -1.1252 -0.5139 0.2165 0.3142
C -0.1806 -0.2323 -1.1262 -1.4788 0.4353 -0.8477
N 0.7239 -0.7320 -0.1051 -0.5641 1.2253 -0.7332
C 0.5049 -0.1307 1.2128 2.0989 -0.1997 0.9919
C 0.5925 1.3950 1.4430 -2.3756 -1.0352 0.2028
O 1.8478 1.8932 1.3779 2.1137 -1.2279 -0.9079
C 1.9489 3.2667 1.4113 1.4802 0.5908 0.5278
H -1.7578 -4.3074 -1.5897 0.6912 0.2644 0.2226
H -2.6216 -3.1347 -2.4881 0.4677 0.9206 -0.2739
H -2.8795 -3.2773 -0.7702 -0.2656 0.0396 0.0877
H -2.0829 -0.8657 -0.2334 -0.2167 0.4448 0.2461
H -2.0977 -0.8182 -1.9971 0.0216 0.2476 -0.1738
H -0.4342 0.8263 -1.0705 0.1913 0.1876 0.6086
H 0.1319 -0.2951 -2.1686 1.0164 -0.4497 0.0973
H 0.3899 -1.6764 0.0244 0.7217 -0.5093 -0.1907
H 1.4009 -0.5021 1.7100 0.2789 0.2270 0.5733
H -0.2343 -0.6649 1.8098 -0.9388 0.6907 -0.2047
H 0.2868 1.5734 2.4740 -0.8598 -0.0771 0.1385
H -0.0150 1.9856 0.7573 -0.6745 -0.1244 -0.0229
H 3.0332 3.3560 1.4783 0.0581 0.8491 0.1268
H 1.5000 3.6874 2.3111 -0.2352 0.1563 0.0102
H 1.6418 3.7917 0.5068 -0.4992 -0.0830 -0.1464
```
Positions in Å, forces in eV/Å.